DFT (ωB97M-V/def2-TZVPD) results for C5H10O2 in the gas phase.

Last columns: bonded neighbours and bond lengths (Å).
Geometry (Å):
1 C -2.1694 -0.5302 0.3791  C2 1.525, H8 1.094, H9 1.096, H10 1.096
2 C -1.0936 0.2324 -0.3868  C1 1.525, O3 1.416, C4 1.532, H11 1.098
3 O -0.9827 1.5636 0.0815  C2 1.416, H12 0.968
4 C 0.2605 -0.4788 -0.3042  C2 1.532, C5 1.535, O7 1.447, H13 1.101
5 C 1.4849 0.2803 -0.8343  C4 1.535, C6 1.526, H14 1.095, H15 1.079
6 C 2.0933 -0.0328 0.5295  C5 1.526, O7 1.442, H16 1.096, H17 1.097
7 O 0.8034 -0.4319 1.0361  C4 1.447, C6 1.442
8 H -3.1044 0.0376 0.3740  C1 1.094
9 H -2.3487 -1.5124 -0.0717  C1 1.096
10 H -1.8587 -0.6760 1.4196  C1 1.096
11 H -1.3724 0.3140 -1.4460  C2 1.098
12 H -0.4306 1.5177 0.8749  O3 0.968
13 H 0.1626 -1.5184 -0.6537  C4 1.101
14 H 1.9905 -0.0746 -1.7380  C5 1.095
15 H 1.2406 1.3300 -0.8752  C5 1.079
16 H 2.5033 0.8323 1.0640  C6 1.096
17 H 2.8214 -0.8528 0.5511  C6 1.097

## Properties
SMILES string: C[C@@H](O)[C@H]1CCO1
Relative energy (zero: lowest compared OMol25 entry of this formula, charge and spin): 46.2 kcal/mol
Energy: -346.95180 hartree
HOMO-LUMO gap: 10.99 eV
LUMO energy: 1.0 eV
F_max: 0.51 eV/Å
Highest occupied orbital energy: -9.946 eV